Entry 1:
122
Properties=species:S:1:pos:R:3:forces:R:3 method="wB97M-V/def2-TZVPD" lumo_energy_ev="-4.89 / -3.98" total_energy_ha=-6041.89889 de_lowest_kj_mol=0.0 spin_multiplicity=1 homo_energy_ha="-0.3763 / -0.3776" charge=+1
Os 0.365 -0.822 -0.248 0.7019 0.2548 0.3219
C -4.396 4.398 -2.288 0.0013 -0.0073 -0.0077
C -3.147 4.993 -1.623 -0.0081 -0.0091 0.0037
C -3.604 5.992 -0.553 -0.0145 -0.0007 0.0057
C -2.322 5.736 -2.684 -0.0180 0.0172 0.0046
C -2.278 3.891 -1.018 0.0009 0.0302 -0.0232
C -2.216 2.632 -1.598 0.0297 -0.0095 0.0044
C -1.396 1.676 -1.028 0.0674 -0.0206 0.0987
Se -1.340 -0.121 -1.688 -0.5246 -0.0340 -0.4502
C -2.750 -0.852 -0.604 0.0490 -0.0935 0.0281
C -4.069 -0.643 -0.969 -0.0122 0.0180 0.0579
C -5.079 -1.091 -0.135 0.0191 -0.0425 0.0024
C -4.690 -1.773 1.022 -0.0121 0.0126 0.0082
C -3.375 -2.015 1.404 -0.0565 0.0223 -0.0318
C -2.363 -1.524 0.550 0.0234 0.1000 -0.0027
O -1.046 -1.676 0.853 -0.1387 -0.1902 -0.0333
C -3.054 -2.810 2.673 0.0215 0.0182 -0.0281
C -4.307 -3.112 3.503 0.0154 -0.0438 -0.0010
C -2.091 -2.042 3.593 -0.0078 0.0670 0.0121
C -2.449 -4.158 2.251 0.0581 -0.0008 0.0034
C -6.555 -0.899 -0.479 0.0149 0.0113 -0.0097
C -7.378 -0.619 0.785 -0.0023 0.0234 0.0146
C -7.072 -2.184 -1.143 -0.0238 -0.0007 0.0147
C -6.747 0.274 -1.446 -0.0039 -0.0113 -0.0185
C -0.618 1.904 0.095 0.0909 -0.1238 0.0023
O 0.141 0.899 0.604 -0.1673 0.2405 0.1865
C -0.625 3.186 0.679 0.0029 -0.1131 -0.0860
C -1.468 4.127 0.097 0.0083 -0.0060 -0.0008
C 0.285 3.524 1.856 -0.0124 0.0052 0.0354
C 0.126 4.979 2.301 0.0000 0.0141 0.0086
C 1.745 3.325 1.421 0.0349 -0.0259 -0.0352
C -0.035 2.630 3.064 -0.0036 0.0046 0.0135
H -5.081 5.199 -2.567 0.0123 0.0018 -0.0193
H -4.924 3.720 -1.614 -0.0005 0.0254 0.0137
H -4.153 3.853 -3.203 0.0021 -0.0091 0.0150
H -4.310 6.698 -0.992 0.0096 0.0029 -0.0044
H -2.776 6.576 -0.153 -0.0009 -0.0055 0.0029
H -4.103 5.487 0.277 -0.0054 -0.0021 -0.0094
H -2.932 6.496 -3.177 0.0071 0.0001 0.0148
H -1.955 5.045 -3.447 -0.0128 0.0017 -0.0043
H -1.459 6.230 -2.233 0.0025 -0.0144 0.0035
H -2.799 2.390 -2.478 0.0013 -0.0163 0.0141
H -4.292 -0.111 -1.885 0.0219 -0.0026 0.0132
H -5.472 -2.136 1.671 0.0009 -0.0088 -0.0036
H -4.830 -2.200 3.794 0.0172 0.0045 0.0002
H -4.006 -3.625 4.418 0.0016 -0.0052 -0.0075
H -5.006 -3.765 2.979 -0.0055 0.0094 -0.0174
H -2.594 -1.177 4.028 -0.0112 0.0104 -0.0241
H -1.206 -1.685 3.074 0.0158 -0.0561 -0.0052
H -1.779 -2.690 4.416 -0.0146 0.0101 0.0026
H -3.194 -4.765 1.733 0.0046 0.0095 -0.0244
H -2.106 -4.715 3.126 0.0149 0.0088 -0.0171
H -1.611 -4.018 1.566 -0.1154 -0.0207 0.1226
H -7.424 -1.483 1.449 0.0098 0.0069 -0.0026
H -8.404 -0.375 0.507 -0.0023 -0.0124 -0.0025
H -6.969 0.223 1.347 -0.0021 0.0054 -0.0136
H -6.985 -3.036 -0.467 0.0066 0.0046 -0.0002
H -6.504 -2.410 -2.048 -0.0017 0.0034 -0.0022
H -8.124 -2.074 -1.418 0.0053 0.0035 0.0082
H -6.264 1.181 -1.077 -0.0151 0.0060 0.0229
H -7.811 0.483 -1.563 -0.0017 -0.0180 -0.0113
H -6.354 0.054 -2.441 0.0153 0.0014 0.0112
H -1.494 5.113 0.536 0.0022 -0.0142 -0.0073
H 0.393 5.683 1.509 -0.0007 -0.0061 -0.0012
H 0.791 5.166 3.145 -0.0013 -0.0030 -0.0031
H -0.892 5.194 2.631 0.0049 0.0019 0.0009
H 1.972 3.932 0.541 -0.0048 0.0068 0.0106
H 1.949 2.281 1.183 -0.0061 0.0054 -0.0069
H 2.415 3.633 2.226 0.0302 -0.0087 0.0279
H -1.041 2.834 3.435 -0.0031 -0.0080 -0.0140
H 0.669 2.845 3.873 -0.0134 0.0043 -0.0029
H 0.034 1.572 2.819 0.0156 0.0015 -0.0087
C 6.293 0.462 -3.439 -0.0441 -0.0420 0.0031
Si 5.958 0.850 -1.637 0.0079 0.0282 0.0032
C 7.522 0.681 -0.618 0.0021 0.0109 0.0012
C 5.233 2.570 -1.473 0.0002 0.0055 0.0131
Si 4.443 -0.759 -0.821 0.0573 -0.0181 0.1043
Te 2.237 -0.026 -1.831 -0.0375 -0.0686 -0.2597
Si 4.978 -2.897 -1.672 -0.0550 -0.0263 -0.0211
C 4.507 -3.004 -3.484 -0.0026 0.0248 0.0092
C 6.824 -3.139 -1.463 0.0005 0.0218 -0.0445
C 4.055 -4.204 -0.688 -0.0359 0.0162 0.0198
Si 4.135 -0.812 1.506 0.1585 0.1022 -0.1321
C 2.376 -1.443 1.811 0.0849 -0.3644 -0.0085
C 5.382 -2.014 2.224 -0.1171 -0.0402 0.1129
C 4.385 0.875 2.293 -0.0550 -0.0049 -0.0279
H 6.937 1.221 -3.889 -0.0003 0.0058 0.0276
H 5.367 0.425 -4.020 0.0106 0.0125 0.0046
H 6.792 -0.504 -3.546 0.0041 0.0060 -0.0146
H 8.310 1.326 -1.016 -0.0088 0.0051 0.0051
H 7.896 -0.344 -0.630 0.0087 0.0016 -0.0054
H 7.352 0.968 0.422 -0.0107 -0.0033 -0.0051
H 5.873 3.290 -1.988 0.0056 0.0081 0.0190
H 5.157 2.880 -0.428 -0.0070 -0.0131 -0.0037
H 4.237 2.639 -1.917 0.0111 -0.0047 -0.0140
H 5.204 -2.436 -4.103 -0.0108 0.0091 -0.0044
H 3.506 -2.612 -3.677 -0.0135 -0.0229 0.0152
H 4.529 -4.044 -3.820 0.0209 -0.0013 -0.0024
H 7.387 -2.439 -2.084 0.0117 -0.0084 0.0130
H 7.102 -4.150 -1.771 0.0023 -0.0013 0.0050
H 7.145 -3.006 -0.428 -0.0258 -0.0096 0.0019
H 3.027 -3.894 -0.494 0.0037 -0.0449 -0.0137
H 4.536 -4.390 0.274 0.0003 -0.0044 -0.0140
H 4.030 -5.149 -1.237 -0.0105 0.0174 0.0091
H 2.279 -2.471 1.456 0.0162 -0.0171 -0.0177
H 1.654 -0.782 1.300 0.0205 0.3070 0.1685
H 2.097 -1.416 2.867 -0.0751 0.0253 -0.0395
H 5.242 -3.032 1.860 0.0106 0.0188 0.0007
H 5.306 -2.034 3.314 0.0167 -0.0050 -0.0094
H 6.398 -1.700 1.972 -0.0095 0.0155 -0.0074
H 3.626 1.071 3.051 -0.0076 -0.0007 0.0397
H 4.336 1.688 1.568 -0.0206 -0.0001 -0.0004
H 5.361 0.917 2.781 0.0068 0.0031 -0.0284
I 1.046 -6.213 -3.445 0.0082 -0.0236 -0.0369
C 0.738 -4.819 -1.972 -0.0178 0.0551 0.0522
C 0.477 -5.047 -0.637 0.0223 0.0019 -0.0132
N 0.410 -3.847 -0.042 -0.0075 -0.0987 -0.0892
N 0.584 -2.849 -0.921 -0.1242 -0.0212 0.0278
C 0.786 -3.427 -2.100 0.0795 0.0370 -0.0213
H 0.341 -5.961 -0.084 0.0093 0.0035 -0.0070
H 0.084 -3.619 0.886 -0.0117 0.0976 0.0162
H 0.963 -2.827 -2.978 0.0115 -0.0258 -0.0006

Entry 2:
120
Properties=species:S:1:pos:R:3:forces:R:3 method="wB97M-V/def2-TZVPD" lumo_energy_ev=0.10 total_energy_ha=-2113.49339 de_lowest_kj_mol=439.5 smiles=CCCC#N.CCCC#N.CCCC#N.CCCC#N.CCCC#N.CCCC#N.CCCC#N.CCCC#N.CCCC#N.CCCC#N spin_multiplicity=1 homo_energy_ha=-0.3970
C -12.329 -3.396 -19.636 1.6983 -1.2251 -1.1524
C -11.669 -4.826 -19.503 -0.4456 0.4784 -0.4710
C -12.049 -5.892 -20.665 1.8252 1.6546 1.5045
C -13.430 -6.090 -20.796 -0.1482 0.5863 0.0915
N -14.555 -6.184 -20.881 -2.2888 -0.3497 -0.1955
H -11.911 -2.743 -18.870 -1.2046 -0.3372 1.0618
H -13.384 -3.508 -19.887 -0.0584 0.7020 0.7194
H -11.818 -2.832 -20.416 -0.3082 -0.4202 -1.0587
H -11.891 -5.174 -18.495 -0.1246 -0.4841 -0.2178
H -10.595 -4.639 -19.512 0.0320 -0.4576 -0.1662
H -11.669 -6.898 -20.491 0.8351 0.2758 0.0423
H -11.684 -5.420 -21.578 0.2085 -0.4439 -0.2191
C -5.691 3.505 -20.515 -0.7677 -1.1041 1.6086
C -6.954 2.624 -20.330 -1.0106 1.6284 -0.5349
C -7.445 2.141 -21.658 -0.0420 -1.9100 -0.9898
C -7.578 3.122 -22.707 -0.7535 5.2516 -5.0423
N -7.676 3.945 -23.592 0.5513 -4.5181 4.8206
H -5.730 4.297 -21.262 -0.1995 -0.5299 -0.3070
H -4.951 2.720 -20.675 0.7496 0.7251 -0.2905
H -5.519 4.013 -19.566 0.4319 -0.1330 0.0473
H -7.845 3.166 -20.013 0.2895 0.5959 0.6990
H -6.890 1.783 -19.639 0.5651 0.0821 -0.0874
H -8.390 1.605 -21.567 -0.1850 0.0653 0.1040
H -6.783 1.394 -22.096 0.3399 -0.2183 0.0795
C -3.768 2.016 -11.886 0.3628 1.6724 0.6913
C -4.332 1.088 -12.866 -0.1071 -1.4146 -1.7807
C -5.323 1.752 -13.919 0.1266 -1.4797 0.4153
C -5.288 1.215 -15.302 0.7719 0.0825 0.1937
N -5.245 0.805 -16.378 -0.1300 0.1333 0.4115
H -3.076 1.600 -11.154 -0.1041 -0.4211 -0.2125
H -4.578 2.481 -11.322 0.0632 0.3073 0.0939
H -3.213 2.780 -12.430 0.0066 0.3392 0.2256
H -4.833 0.285 -12.326 -0.3184 -0.0944 -0.2577
H -3.527 0.604 -13.419 0.0944 -0.0421 -0.0511
H -5.215 2.836 -13.963 -0.2973 -0.0882 0.1788
H -6.288 1.375 -13.582 -0.4475 1.0039 0.1442
C -5.527 -2.674 -25.826 0.6294 0.1882 -0.4927
C -6.313 -1.810 -24.892 -1.5115 -0.5505 0.3653
C -5.511 -0.975 -23.944 0.6508 1.0397 -0.0300
C -4.821 -1.752 -22.906 0.8130 -0.8151 1.5724
N -4.303 -2.361 -22.056 -0.9876 1.1042 -1.6990
H -6.027 -2.655 -26.795 0.1078 -0.5733 0.0200
H -5.389 -3.683 -25.439 0.0274 0.0238 -0.2882
H -4.558 -2.200 -25.979 0.2672 -0.2444 -0.1500
H -6.950 -2.457 -24.289 -0.2752 0.0745 -0.0020
H -6.995 -1.198 -25.481 0.1056 0.3519 0.2435
H -6.090 -0.161 -23.506 -0.3095 -0.3708 0.4533
H -4.786 -0.392 -24.512 0.4864 -0.2170 -0.0284
C -9.770 -0.470 -14.162 -0.1613 -0.1995 -0.7178
C -9.734 -0.923 -15.632 -1.4580 0.7339 -1.2805
C -10.013 0.242 -16.745 0.4697 -0.1866 1.0256
C -9.528 0.029 -18.112 0.5767 -0.5324 -0.8625
N -9.159 -0.142 -19.197 -0.6021 0.3304 1.1348
H -10.637 0.163 -13.973 0.2623 0.5270 -0.1591
H -8.825 -0.015 -13.865 -0.2303 0.1321 0.2491
H -10.016 -1.333 -13.543 0.5669 -0.1779 0.0489
H -10.591 -1.589 -15.736 0.1207 -0.2445 -0.2415
H -8.859 -1.514 -15.904 0.0985 0.2821 0.1033
H -9.606 1.192 -16.398 0.4292 -0.0085 0.0347
H -11.059 0.508 -16.897 -0.3320 -0.5238 0.4687
C -6.722 -9.451 -17.311 -1.3953 0.7843 0.9201
C -7.865 -9.162 -16.313 0.0260 -1.4212 -0.2696
C -8.884 -8.086 -16.700 0.3283 0.5576 -0.7541
C -9.677 -8.287 -17.984 0.5854 -0.2926 1.3856
N -10.258 -8.388 -18.972 0.1927 0.0273 0.2137
H -6.316 -10.407 -16.981 0.3208 0.0773 -0.6194
H -6.015 -8.632 -17.176 0.3024 -0.2280 -0.5739
H -7.199 -9.447 -18.291 0.7058 -0.3181 -0.2942
H -7.358 -9.044 -15.355 -0.4908 0.9075 0.2378
H -8.395 -10.101 -16.151 -0.3169 -0.0873 -0.1605
H -8.366 -7.154 -16.925 0.1391 0.2007 0.1753
H -9.519 -7.860 -15.843 -0.3957 -0.1169 -0.3420
C -4.178 -5.467 -23.422 0.5409 0.5898 0.5522
C -3.189 -6.263 -22.604 0.3665 -0.4535 -0.3530
C -3.836 -7.480 -21.966 -0.0614 -0.0275 -0.5954
C -4.445 -7.106 -20.740 2.2786 -1.4828 -3.1337
N -4.945 -6.767 -19.812 -2.7507 1.8343 4.9961
H -4.629 -6.056 -24.221 0.0096 0.0760 -0.0135
H -3.609 -4.621 -23.806 -0.4234 0.1143 -0.3670
H -4.927 -5.067 -22.738 -0.2986 0.0777 -0.2331
H -2.747 -5.671 -21.802 0.1272 0.2245 -0.2366
H -2.392 -6.628 -23.252 0.1448 0.1254 0.0204
H -3.098 -8.271 -21.832 -0.4540 -0.2613 -0.0093
H -4.728 -7.743 -22.535 0.4335 -0.7990 -0.6619
C -2.991 -2.047 -15.177 -1.8037 -0.3949 -0.1188
C -4.171 -2.450 -14.179 2.4627 0.7442 0.0456
C -3.538 -2.997 -12.865 -0.1143 0.4502 -0.4444
C -2.470 -2.178 -12.280 -0.3796 0.0204 -0.0133
N -1.699 -1.559 -11.699 0.2298 0.2003 -0.0723
H -2.290 -1.299 -14.806 0.0788 -0.4232 0.5015
H -3.397 -1.571 -16.070 -0.2879 -0.0905 -0.0707
H -2.523 -2.968 -15.524 0.4425 0.1546 0.1908
H -4.775 -3.264 -14.579 -0.1557 0.3531 -0.1603
H -4.748 -1.561 -13.924 -0.2783 -0.1923 -0.2425
H -3.094 -3.970 -13.076 -0.2610 -0.1822 0.2909
H -4.306 -3.017 -12.092 -0.0079 -0.6051 0.0295
C -6.573 -1.477 -18.414 -0.0428 -0.4095 -0.4602
C -6.749 -2.691 -19.329 1.6498 -0.2303 0.3103
C -6.691 -3.958 -18.447 -2.4791 -0.3146 0.4345
C -8.056 -4.298 -17.917 -0.1644 -0.4182 -0.2176
N -9.083 -4.521 -17.434 0.7686 0.2052 -0.3241
H -7.448 -1.394 -17.769 0.2210 0.0446 0.1436
H -6.464 -0.534 -18.950 0.0441 -0.1163 0.0539
H -5.681 -1.678 -17.820 -0.0233 0.3926 0.1259
H -5.856 -2.873 -19.926 0.2018 0.7341 -0.2594
H -7.542 -2.601 -20.070 -0.4462 -0.3125 0.4954
H -6.225 -3.806 -17.474 0.9175 0.3595 -0.3551
H -6.231 -4.803 -18.960 -0.2296 -0.1273 0.1877
C -8.915 -4.396 -22.817 0.3490 0.5629 0.0547
C -8.216 -5.594 -22.227 1.1277 -0.9991 -1.4018
C -7.989 -6.711 -23.303 -1.3349 -0.8425 -0.6397
C -7.818 -6.406 -24.755 0.7467 1.0277 0.8033
N -7.761 -6.071 -25.856 0.0136 -0.3270 0.4238
H -9.819 -4.598 -23.391 -0.2201 -0.1584 0.4127
H -8.245 -3.932 -23.540 0.0986 -0.0527 -0.0876
H -9.055 -3.635 -22.049 -0.4582 -0.0168 -0.0088
H -8.681 -6.113 -21.388 -0.3150 0.3005 -0.0047
H -7.213 -5.313 -21.905 -0.0267 0.2657 0.2695
H -8.922 -7.261 -23.423 -0.5088 -0.1049 0.5135
H -7.342 -7.518 -22.958 0.5154 0.3379 -0.1563